1.
The following is a DFT calculation (ωB97M-V with the def2-TZVPD basis set) of a molecular structure, C41H33LaO11P2S2 in a non-equilibrium geometry.

The geometry in XYZ format:
```
90
Properties=species:S:1:pos:R:3:forces:R:3:lowdin_charge:R:1
La 3.029778 -1.627705 0.204965 0.1 -0.3 -0.8 2.16
C -0.050097 5.425269 4.058758 -0.1 0.2 0.1 -0.05
C 0.452398 4.047955 3.781874 0.0 -0.2 0.1 -0.28
C 1.361586 3.838892 2.754520 0.0 -0.1 0.0 -0.02
C 1.824889 2.573969 2.456307 0.1 -0.1 -0.1 -0.05
C 1.365967 1.500946 3.194587 0.0 -0.2 0.0 -0.37
C 0.487526 1.680926 4.251586 0.1 0.0 -0.1 -0.08
C 0.029501 2.955961 4.534544 0.1 0.0 -0.1 -0.04
S 1.928931 -0.159761 2.812718 -1.0 0.7 0.6 1.08
O 2.995447 0.053331 1.795640 0.6 0.8 0.6 -0.65
C 0.373936 -0.856421 2.085680 0.0 0.4 -0.4 -0.27
C -0.042549 -1.835100 3.011622 -0.4 -0.4 0.0 -0.09
C -1.229889 -2.491821 2.876759 0.4 0.1 0.0 0.00
C -2.059147 -2.233682 1.769621 0.1 0.1 0.0 -0.15
C -3.283435 -2.923472 1.616184 0.0 -0.1 0.0 -0.02
C -4.083935 -2.701485 0.535690 0.0 0.0 0.2 -0.07
C -3.670243 -1.801638 -0.455142 0.0 0.8 0.4 -0.08
C -2.481752 -1.131113 -0.339564 -0.5 0.4 0.7 -0.02
C -1.642663 -1.293797 0.795739 0.0 0.1 0.1 -0.08
C -0.406747 -0.573384 0.959856 -0.1 -0.5 0.3 -0.07
C -0.107677 0.488491 -0.076194 0.0 0.4 0.1 -0.28
C -1.117270 1.621194 0.102114 -0.2 0.1 -0.1 -0.07
C -1.376966 2.087948 1.379867 -0.2 0.0 -0.1 0.01
C -2.225740 3.160353 1.589365 0.0 0.0 0.1 -0.05
C -2.847559 3.775288 0.517010 0.0 0.1 0.1 -0.07
C -2.612950 3.310997 -0.758739 0.1 -0.1 -0.1 -0.02
C -1.749206 2.239914 -0.982993 -0.1 0.0 0.4 -0.18
C -1.520742 1.769100 -2.328098 0.5 -0.7 -0.4 -0.01
C -0.662271 0.774807 -2.596214 -0.7 0.7 -0.2 -0.05
C 0.163822 0.148588 -1.566681 0.0 -0.4 -0.1 -0.31
S 0.577038 -1.588018 -2.009413 -0.7 0.1 -0.8 1.15
O 0.870402 -2.244100 -0.690839 -0.2 -0.5 0.0 -0.60
C -0.959946 -2.360936 -2.521367 0.2 -0.1 0.1 -0.35
C -1.635970 -3.208839 -1.658327 0.5 -0.4 -0.6 -0.08
C -2.760323 -3.877604 -2.104431 0.3 -0.3 -0.4 -0.04
C -3.221288 -3.715079 -3.403593 0.2 0.0 0.2 -0.27
C -4.420475 -4.455286 -3.889752 -0.2 -0.1 -0.1 -0.04
C -2.516951 -2.880677 -4.263143 0.1 0.1 0.0 -0.03
C -1.380879 -2.220090 -3.836332 0.0 0.0 0.1 -0.07
H -0.537102 5.841359 3.177316 0.0 0.0 0.0 0.08
H 0.771440 6.089274 4.321473 0.0 0.1 0.0 0.09
H -0.764401 5.424978 4.877624 -0.1 0.1 0.1 0.08
H 1.703721 4.675761 2.170791 0.1 0.2 -0.2 0.12
H 2.514486 2.400498 1.645076 0.1 0.0 0.0 0.11
H 0.150670 0.837258 4.833918 -0.1 -0.1 0.1 0.12
H -0.663637 3.103271 5.347538 -0.1 0.0 0.1 0.11
H 0.632234 -2.084979 3.815185 0.0 -0.1 0.2 0.10
H -1.524905 -3.242492 3.590279 0.0 -0.1 0.2 0.12
H -3.569188 -3.633597 2.378626 0.0 -0.1 0.1 0.12
H -5.020863 -3.228095 0.429781 -0.1 -0.1 0.0 0.11
H -4.282380 -1.654172 -1.330463 0.0 0.0 -0.1 0.12
H -2.181644 -0.496550 -1.147997 0.0 0.3 -0.1 0.10
H -0.913310 1.614213 2.224232 0.1 -0.1 0.2 0.10
H -2.399596 3.509015 2.594392 0.0 0.1 0.2 0.10
H -3.515178 4.608526 0.675977 -0.1 0.1 0.0 0.10
H -3.096043 3.776635 -1.603191 -0.1 0.1 -0.2 0.11
H -2.064662 2.252871 -3.124203 0.0 0.0 -0.2 0.12
H -0.489668 0.474083 -3.616472 0.0 0.0 -0.2 0.12
H -1.273333 -3.336343 -0.655381 0.1 -0.2 0.2 0.12
H -3.288238 -4.532077 -1.429278 -0.1 -0.1 0.1 0.12
H -5.079985 -4.711627 -3.066913 -0.1 -0.1 0.1 0.08
H -4.121670 -5.379944 -4.377960 0.0 -0.1 -0.1 0.09
H -4.979978 -3.866359 -4.612091 -0.1 0.0 -0.1 0.08
H -2.849636 -2.763347 -5.282340 0.0 0.0 -0.2 0.11
H -0.814626 -1.620059 -4.530213 0.1 0.1 -0.1 0.11
O 7.125626 -3.212601 0.048684 0.0 -0.1 -0.2 -0.07
P 5.628377 -2.771658 0.283772 0.5 -0.3 0.2 0.12
O 5.460507 -1.439802 0.954600 0.3 -0.2 0.1 -0.37
O 4.807791 -2.855288 -0.970578 0.4 -0.2 0.0 -0.38
O 5.095890 -3.919664 1.324501 0.0 0.0 -0.1 -0.26
P 3.519916 -4.018940 1.749340 0.1 -0.1 0.3 0.13
O 3.512437 -5.322488 2.640520 0.0 0.1 0.3 -0.08
O 2.711629 -4.129590 0.490308 0.1 -0.3 0.2 -0.38
O 3.153123 -2.787794 2.535152 0.2 -0.4 0.0 -0.38
H 7.702811 -2.886450 0.742638 0.2 0.1 0.2 0.09
H 3.349154 -6.101194 2.104659 0.0 -0.3 -0.1 0.09
O 1.216845 0.989622 0.078400 0.1 0.1 0.2 -0.02
C 1.619940 0.780399 -1.323859 0.1 -0.1 -0.2 -0.51
O 2.582398 -0.123610 -1.451826 -0.2 0.9 -0.6 -0.33
C 1.913703 2.102849 -1.999036 0.0 -0.1 0.2 -0.11
C 2.848004 2.143630 -3.021904 -0.1 -0.2 0.0 -0.01
C 3.128392 3.334064 -3.662595 0.1 0.1 -0.2 -0.08
C 2.482086 4.497456 -3.286141 0.0 0.1 -0.1 -0.09
C 1.558729 4.465084 -2.257115 0.0 0.1 0.0 -0.07
C 1.276929 3.273753 -1.614720 0.1 0.0 0.1 -0.02
H 3.355810 1.234682 -3.295079 0.1 -0.2 0.0 0.12
H 3.862749 3.354889 -4.454486 0.1 0.0 -0.1 0.10
H 2.705012 5.428571 -3.785939 0.0 0.1 0.0 0.10
H 1.062440 5.371314 -1.946409 -0.1 0.1 0.0 0.10
H 0.582645 3.260743 -0.792773 -0.1 0.0 0.1 0.11
```
Positions in Å, forces in eV/Å.

Largest force on an atom ... 1.384 eV/A
E_LUMO ... -0.4606 eV
HOMO level ... -0.3095 Eh
ΔE to the lowest compared entry with this formula, charge and spin ... 300.6 kJ/mol
Kohn-Sham gap ... 7.96 eV

2.
The following is a DFT calculation (ωB97M-V with the def2-TZVPD basis set) of a molecular structure, C41H34BrN5O4PtS2Te in a non-equilibrium geometry.

The geometry in XYZ format:
```
89
Properties=species:S:1:pos:R:3:forces:R:3:lowdin_charge:R:1
Pt 0.094851 0.358454 -0.179853 0.3 -1.1 -0.1 0.95
C -1.050451 -1.224011 -3.739762 -0.2 1.0 -1.8 -0.02
C -0.113370 -0.130802 -4.201824 0.3 0.6 -2.5 -0.15
C -0.167600 0.361135 -5.577605 -1.3 -2.0 3.0 -0.04
C 0.781482 1.169113 -6.046979 1.6 1.7 -1.6 -0.12
C 1.864991 1.616554 -5.281986 -0.9 -0.4 0.7 -0.05
C 1.889557 1.240176 -3.955242 2.2 -0.5 0.1 -0.22
C 3.217680 1.446353 -3.192363 0.2 -0.8 -1.8 -0.03
C 0.937391 0.361245 -3.441261 -1.3 -1.1 0.3 -0.23
N 1.099798 -0.212910 -2.149613 -0.1 1.8 0.5 0.02
C 1.907201 -1.236063 -2.074031 -0.1 -1.9 -0.8 -0.55
O 2.273413 -2.012864 -2.978001 0.1 0.9 -0.2 0.03
C 2.321426 -1.670778 -0.722031 -2.1 1.0 0.7 -0.19
C 3.218409 -2.684904 -0.626152 0.7 -0.4 2.5 0.03
C 3.529378 -3.018666 0.718326 -0.8 0.4 -1.5 0.00
C 2.887048 -2.412058 1.777832 0.9 -0.2 0.2 0.01
C 1.902597 -1.457689 1.576000 1.2 0.0 -0.8 -0.24
N 1.614411 -1.120484 0.329361 0.8 0.0 -1.1 0.00
C 1.391253 -0.649567 2.724791 0.2 -0.5 1.1 -0.51
O 2.185301 -0.410210 3.650863 -1.9 -0.1 -1.4 0.07
N 0.060618 -0.251971 2.617482 2.1 0.2 0.7 0.18
C -0.793701 -0.475873 3.606134 -1.3 -0.5 -0.7 -0.19
C -0.963368 -1.770026 4.231581 1.5 -0.4 0.6 -0.14
C 0.056487 -2.849194 3.980090 -0.5 0.0 -0.8 -0.01
C -2.026761 -2.002231 5.069810 1.2 -0.9 0.4 -0.04
C -2.861591 -0.964343 5.362320 -1.4 1.5 -0.8 -0.03
C -2.819888 0.297950 4.700698 0.9 -1.5 0.5 -0.02
C -1.813882 0.494752 3.798081 -1.2 3.0 -0.9 -0.15
C -1.825809 1.917063 3.090815 -0.6 -0.2 1.2 -0.04
H -0.599296 -1.990937 -3.164527 0.5 -0.5 0.7 0.05
H -1.530614 -1.679400 -4.621762 0.3 0.1 0.2 0.09
H -1.837839 -0.742183 -3.211110 -0.8 0.1 0.9 0.06
H -0.919738 -0.003249 -6.264753 -0.2 -0.1 0.2 0.10
H 0.705778 1.417654 -7.101365 0.2 0.2 0.0 0.10
H 2.726467 2.139818 -5.660032 -0.1 0.3 -0.4 0.10
H 3.966657 0.625268 -3.419837 -1.1 0.5 0.2 0.11
H 3.041228 1.390646 -2.145527 0.1 0.5 1.0 0.01
H 3.729739 2.336325 -3.577774 -0.3 0.1 0.6 0.08
H 3.646937 -3.171797 -1.497037 -0.1 0.3 0.2 0.14
H 4.256818 -3.764091 0.885365 0.7 -0.7 0.4 0.10
H 3.281637 -2.613183 2.755499 -0.3 -0.1 0.5 0.12
H 0.177529 -2.877536 2.921632 0.0 -0.4 -1.1 0.06
H -0.119293 -3.879260 4.264689 -0.9 0.1 0.4 0.10
H 1.045161 -2.661045 4.305464 1.0 0.8 0.9 0.07
H -2.050884 -3.000765 5.562904 -0.4 1.0 -0.4 0.14
H -3.725593 -1.119547 5.945652 -0.7 -0.3 1.0 0.09
H -3.530420 1.087523 4.914115 -0.1 -0.2 0.0 0.12
H -2.832595 2.424339 2.908413 1.0 -1.2 0.7 0.10
H -1.371134 1.961317 2.137589 0.7 -0.5 -1.0 -0.02
H -1.240572 2.622757 3.700794 -0.1 -0.2 0.0 0.08
Te 2.099934 2.033044 0.877085 -0.7 0.7 0.0 1.21
C 1.321676 3.869657 1.470570 -0.4 1.1 0.6 -0.90
C 2.077601 4.806401 2.205788 -1.2 -0.5 -1.4 -0.25
C 1.421494 6.036888 2.430256 -0.4 -0.1 0.4 -0.17
C 0.102357 5.996203 1.984112 1.3 0.8 0.5 -0.43
S -0.289125 4.580035 1.180766 0.9 -1.3 -0.2 0.98
H 3.087878 4.578433 2.430906 0.8 0.0 0.4 0.08
H 1.900955 6.886483 2.951440 -0.6 -0.6 -0.4 0.12
H -0.619903 6.791180 2.099883 0.0 -0.1 -0.1 0.07
N -3.379684 0.501981 0.550839 1.9 -0.8 0.4 0.15
C -2.850364 1.415345 -0.266275 -2.1 0.4 0.7 -0.66
N -1.635230 1.537232 -0.592430 2.7 1.0 -1.3 -0.07
C -1.419359 2.646732 -1.449757 1.1 -0.3 0.1 -0.33
C -0.174607 3.000268 -1.991225 -0.2 0.0 0.4 -0.07
C -0.121276 4.105611 -2.838967 0.4 0.0 0.2 -0.06
C -1.249808 4.901743 -3.046109 0.2 -0.3 0.5 -0.07
C -2.453570 4.584528 -2.417745 0.2 0.5 -0.7 -0.09
C -2.533453 3.423777 -1.690553 -0.4 -0.2 0.4 -0.50
S -3.924538 2.761886 -0.856925 0.7 -0.8 0.2 1.07
H -2.895150 -0.419935 0.810099 -0.3 0.8 -0.4 0.10
H -4.311112 0.377122 0.326924 -2.3 -0.5 0.1 0.07
H 0.709331 2.457820 -1.612943 -0.5 0.3 -0.9 0.02
H 0.827226 4.411169 -3.307084 -0.5 -0.3 0.3 0.12
H -1.106075 5.806853 -3.614174 -0.4 0.1 -0.2 0.10
H -3.326087 5.209242 -2.501221 -0.1 0.2 -0.2 0.11
Br 1.226564 -7.875165 0.073453 -0.2 0.5 0.3 0.70
C 0.399973 -6.151217 0.285165 -0.8 -0.5 -0.1 -0.65
C -0.752591 -6.003408 1.044357 0.6 1.9 -0.1 -0.09
C -1.381099 -4.732868 1.171026 2.1 -1.9 -1.4 0.02
C -0.921919 -3.706369 0.363561 -0.5 -1.3 0.8 -0.15
C 0.146818 -3.933087 -0.465052 -0.2 0.9 -0.4 -0.03
C 0.823692 -5.097759 -0.475870 1.2 -0.7 -0.2 -0.13
C -1.609210 -2.427415 0.358922 -1.6 1.4 1.2 -0.62
O -2.502456 -2.172838 1.233792 1.0 0.0 -0.8 -0.04
O -1.241771 -1.652576 -0.549507 0.3 1.4 -0.7 -0.10
H -1.043734 -6.843594 1.571620 -1.0 -1.4 1.1 0.07
H -2.195080 -4.590826 1.800719 -1.3 0.2 1.0 0.10
H 0.469682 -3.207732 -1.174552 -0.1 0.6 -0.2 0.10
H 1.705144 -5.115682 -1.076772 0.4 -0.5 -0.4 0.10
```
Positions in Å, forces in eV/Å.

Largest force on an atom ... 3.813 eV/A
2S+1 ... 5
E_LUMO (spin up / spin down) ... -0.2688 / -2.6436 eV
HOMO level (spin up / spin down) ... -0.2724 / -0.2993 Eh
Kohn-Sham gap (spin up / spin down) ... 7.14 / 5.50 eV